Record 1
17
Properties=species:S:1:pos:R:3:nbo_charge:R:1 method="wB97M-V/def2-TZVPD" charge=+1 spin_multiplicity=2 homo_ev="-15.134 / -15.133" homo_lumo_gap_ev="11.2 / 4.8" s2=0.7542 lumo_energy_ev="-3.92 / -10.38"
C 2.534 -1.207 0.144 -0.59
C 1.708 -2.376 0.742 -0.61
H 3.302 -1.466 -0.577 0.23
H 2.957 -0.613 0.956 0.21
H 1.868 -0.511 -0.393 0.14
H 0.747 -1.992 1.082 0.18
H 1.679 -3.185 0.023 0.22
H 2.221 -2.709 1.640 0.22
C -1.367 1.815 -0.471 -0.10
O -0.722 1.269 0.674 -0.16
C -2.296 0.732 -1.062 -0.61
H -1.983 2.638 -0.132 0.25
H -0.490 2.082 -1.087 0.29
H -0.168 0.499 0.378 0.52
H -2.849 0.222 -0.277 0.26
H -3.011 1.269 -1.684 0.29
H -1.775 0.002 -1.679 0.25

=====

Record 2
48
Properties=species:S:1:pos:R:3:nbo_charge:R:1 method="wB97M-V/def2-TZVPD" charge=0 homo_ev=-8.796 homo_lumo_gap_ev=7.0 lumo_energy_ev=-1.84
Pt 2.434 -1.793 1.804 1.17
O 4.885 -2.848 -0.489 -0.93
S 3.474 -2.988 -0.344 2.53
O 2.761 -3.763 -1.306 -0.94
O 3.134 -3.504 1.131 -0.85
O 2.806 -1.578 -0.185 -1.00
S 0.831 -3.562 5.696 0.03
C 1.386 -2.899 4.349 -0.59
S 0.675 -2.897 2.765 0.24
S 2.877 -2.074 4.052 0.14
O -0.063 -1.036 0.545 -1.04
S -1.323 -1.620 -0.019 1.28
C -2.617 -0.555 0.667 -0.62
C -2.182 0.910 0.813 -0.42
C -1.745 1.280 2.239 -0.41
C -0.504 0.601 2.817 -0.61
S 1.107 1.338 2.377 1.29
O 2.115 0.212 2.271 -0.97
C 0.893 2.009 0.749 -0.20
C 1.292 1.361 -0.409 -0.22
C 1.084 2.002 -1.622 -0.19
C 0.490 3.257 -1.667 -0.19
C 0.139 3.913 -0.494 -0.22
C 0.364 3.296 0.727 -0.24
C -1.280 -1.107 -1.740 -0.18
C -2.239 -0.352 -2.397 -0.24
C -2.044 -0.026 -3.734 -0.21
C -0.909 -0.461 -4.401 -0.20
C 0.043 -1.225 -3.736 -0.19
C -0.137 -1.550 -2.403 -0.23
H -2.818 -1.003 1.644 0.24
H -3.519 -0.691 0.069 0.24
H -3.035 1.546 0.569 0.22
H -1.406 1.150 0.087 0.23
H -2.571 1.026 2.911 0.22
H -1.640 2.364 2.316 0.22
H -0.426 -0.450 2.559 0.28
H -0.506 0.702 3.904 0.24
H 1.745 0.382 -0.365 0.28
H 1.383 1.512 -2.539 0.23
H 0.325 3.739 -2.622 0.22
H -0.288 4.906 -0.528 0.22
H 0.146 3.815 1.653 0.22
H -3.127 -0.002 -1.889 0.21
H -2.785 0.569 -4.251 0.22
H -0.766 -0.207 -5.443 0.22
H 0.928 -1.570 -4.255 0.23
H 0.613 -2.129 -1.873 0.26

=====

Record 3
74
Properties=species:S:1:pos:R:3:lowdin_spin:R:1 method="wB97M-V/def2-TZVPD" charge=+2 spin_multiplicity=3 homo_ev="-13.804 / -13.806" homo_lumo_gap_ev="5.9 / 5.2" s2=2.0319 lumo_energy_ev="-7.87 / -8.60"
W 0.115 -0.776 -1.756 1.29
C -0.889 -2.040 -0.233 0.00
C 0.427 -2.546 -0.532 0.04
C 0.657 -0.424 0.404 0.00
C -0.746 -0.718 0.316 0.01
C 1.381 -1.552 -0.118 0.05
C -2.153 -2.851 -0.258 0.00
H -2.157 -3.589 -1.076 0.00
H -3.049 -2.224 -0.368 0.00
H -2.251 -3.413 0.691 0.00
C -1.814 0.088 1.022 0.03
H -2.833 -0.255 0.780 0.00
H -1.762 1.168 0.786 0.01
H -1.661 0.000 2.116 0.00
C 1.220 0.679 1.244 0.00
H 0.918 0.501 2.299 0.00
H 0.835 1.684 0.991 0.00
H 2.314 0.710 1.203 0.00
C 2.852 -1.795 0.044 0.02
H 3.033 -2.398 0.961 0.00
H 3.417 -0.864 0.149 0.00
H 3.267 -2.358 -0.802 0.00
C 0.764 -3.943 -0.950 0.02
H 0.946 -4.585 -0.074 0.00
H 1.661 -3.948 -1.570 0.00
H -0.057 -4.385 -1.530 0.00
C -1.651 1.121 -5.205 0.00
C -1.890 -0.204 -5.388 0.00
C -1.094 -1.065 -6.316 0.00
C 0.409 -0.750 -6.384 0.00
C 1.023 -0.264 -5.097 0.01
C 1.284 1.045 -4.955 0.00
C 0.656 2.134 -5.782 0.00
C -0.834 1.954 -6.144 0.00
H -1.499 -0.959 -7.337 0.00
H 0.565 -0.025 -7.195 0.00
H -1.228 -2.117 -6.029 0.00
H -0.900 1.572 -7.174 0.00
H -2.227 1.683 -4.467 0.00
H -2.867 -0.640 -5.110 0.00
H -1.281 2.957 -6.175 0.00
H 0.768 3.061 -5.202 0.00
H 2.092 1.483 -4.353 0.00
H 1.213 2.279 -6.719 0.00
H 0.936 -1.656 -6.705 0.00
H 1.371 -1.045 -4.409 0.01
P -1.516 1.014 -1.648 0.27
C -3.037 1.936 -1.923 0.08
C -1.865 -0.626 -2.559 0.05
P 1.690 1.148 -1.916 -0.01
C -0.063 1.809 -2.545 0.01
C 3.091 0.219 -2.673 0.03
C 2.493 2.587 -1.216 0.00
H -2.812 2.993 -1.730 0.00
H -3.791 1.573 -1.207 0.00
H -3.386 1.775 -2.949 0.01
H -1.800 -0.491 -3.637 0.01
H -2.883 -0.868 -2.249 0.00
H -1.345 -1.687 -2.430 0.03
H 2.885 3.175 -2.068 0.00
H 3.321 2.243 -0.571 0.00
H 1.775 3.213 -0.615 0.00
H -0.104 2.888 -2.315 0.00
H -0.227 1.613 -3.602 0.00
H 3.892 0.153 -1.924 0.00
H 3.484 0.736 -3.553 0.00
H 2.799 -0.802 -2.963 0.01
Cl -1.125 6.188 1.811 0.00
C -1.552 4.530 1.334 0.00
Cl -1.281 3.406 2.681 0.00
Cl -3.251 4.438 0.822 0.00
C -0.566 4.147 0.088 0.00
O -1.024 4.251 -1.065 0.00
O 0.566 3.790 0.504 0.00